Entry 1:
Here is 2 unconnected molecules or ions with the total composition C3H8N2OP in a non-equilibrium geometry from OMol25. Energies are from the ωB97M-V functional and the def2-TZVPD basis.

Atoms and positions in Å:
C -1.264 0.547 0.062
C -2.282 -1.416 -0.190
C -0.952 -1.586 -0.065
N -0.326 -0.390 0.059
N -1.217 1.878 -0.089
O -2.448 -0.023 -0.114
P 3.054 -0.129 0.001
H 2.585 1.063 0.419
H -3.060 -2.036 -0.326
H -0.280 -2.466 0.040
H 0.628 -0.104 -0.093
H -0.372 2.280 0.381
H -1.959 2.387 -0.444
H 4.215 0.166 -0.875
H 3.676 -0.171 1.235

Results
charge = +1
energy relative to the best compared isomer or geometry (same formula, charge and spin) = 1.236 eV
LUMO = -3.25 eV
Kohn-Sham gap = 10.467 eV
HOMO level = -13.721 eV

---

Entry 2:
Here is 8 unconnected molecules or ions with the total composition C32H51IN5O14 in a non-equilibrium geometry from OMol25. Energies are from the ωB97M-V functional and the def2-TZVPD basis.

Atoms and positions in Å:
N 0.187 2.508 -1.259
C -0.234 3.778 -1.841
C -1.803 4.041 -1.885
N -2.560 2.814 -1.605
C -3.095 2.615 -0.401
N -3.687 1.392 -0.500
C -3.515 0.906 -1.729
N -3.993 -0.249 -2.187
N -2.799 1.822 -2.457
I -2.246 1.655 -4.423
H -0.233 2.322 -0.355
H 0.107 1.722 -1.896
H 0.116 3.775 -2.895
H 0.319 4.576 -1.312
H -2.108 4.871 -1.219
H -2.088 4.376 -2.909
H -3.037 3.321 0.451
H -3.821 -0.548 -3.137
H -4.601 -0.804 -1.599
O -2.123 5.075 1.751
C -2.633 4.866 2.825
O -3.749 4.125 2.975
C -4.169 4.153 4.360
C -2.920 4.515 5.139
C -2.174 5.406 4.156
H -4.957 4.898 4.466
H -4.568 3.180 4.637
H -3.131 4.990 6.090
H -2.331 3.616 5.337
H -2.480 6.451 4.241
H -1.097 5.314 4.265
O 2.117 0.981 -3.636
C 1.947 -0.143 -3.253
O 1.059 -0.485 -2.274
C 1.189 -1.893 -1.985
C 1.819 -2.500 -3.224
C 2.693 -1.365 -3.732
H 1.819 -2.008 -1.100
H 0.206 -2.314 -1.776
H 2.365 -3.420 -3.021
H 1.048 -2.725 -3.960
H 3.683 -1.378 -3.273
H 2.773 -1.374 -4.813
O -0.094 -4.847 -4.285
C -1.229 -4.598 -4.015
O -1.730 -4.637 -2.748
C -3.144 -4.395 -2.780
C -3.394 -3.659 -4.085
C -2.324 -4.243 -4.996
H -3.663 -5.355 -2.738
H -3.430 -3.803 -1.911
H -4.409 -3.783 -4.461
H -3.213 -2.589 -3.948
H -2.663 -5.153 -5.492
H -1.973 -3.519 -5.726
O -0.865 7.762 6.628
C 0.175 7.838 6.040
O 0.595 6.907 5.143
C 1.924 7.229 4.698
C 2.082 8.715 4.962
C 1.221 8.917 6.200
H 2.636 6.627 5.267
H 2.022 6.987 3.641
H 3.120 9.020 5.091
H 1.666 9.286 4.129
H 1.779 8.736 7.120
H 0.763 9.903 6.219
O 2.549 -3.293 -6.362
C 3.638 -3.679 -6.041
O 4.497 -2.943 -5.289
C 5.752 -3.637 -5.173
C 5.426 -5.093 -5.439
C 4.275 -4.992 -6.429
H 6.448 -3.223 -5.908
H 6.162 -3.484 -4.175
H 6.278 -5.664 -5.811
H 5.078 -5.569 -4.520
H 4.626 -4.925 -7.461
H 3.571 -5.814 -6.318
O -5.512 4.308 6.738
C -5.060 3.505 7.507
O -3.735 3.346 7.746
C -3.530 2.232 8.632
C -4.848 2.055 9.360
C -5.856 2.500 8.311
H -3.263 1.357 8.033
H -2.710 2.455 9.312
H -5.006 1.040 9.722
H -4.891 2.728 10.218
H -6.154 1.679 7.656
H -6.729 2.966 8.760
O 4.796 -6.481 -2.620
C 5.066 -7.642 -2.749
O 4.961 -8.305 -3.926
C 5.252 -9.700 -3.725
C 6.078 -9.754 -2.454
C 5.519 -8.584 -1.657
H 4.307 -10.241 -3.631
H 5.794 -10.086 -4.586
H 6.012 -10.711 -1.938
H 7.129 -9.570 -2.687
H 4.654 -8.873 -1.058
H 6.278 -8.119 -1.031

Results
charge = +1
LUMO = -4.21 eV
Kohn-Sham gap = 7.167 eV
HOMO level = -11.374 eV

---

Entry 3:
Here is 2 unconnected molecules or ions with the total composition C27H27F2Si in a non-equilibrium geometry from OMol25. Energies are from the ωB97M-V functional and the def2-TZVPD basis.

Atoms and positions in Å:
F -4.767 -1.889 -5.081
C -3.537 -1.471 -4.633
C -2.411 -1.792 -5.387
C -1.162 -1.360 -4.911
C -1.063 -0.642 -3.727
C -2.217 -0.320 -2.962
C -2.106 0.425 -1.749
C -3.210 0.855 -1.025
C -3.151 1.567 0.164
C -4.306 1.941 0.913
C -5.613 1.538 0.510
C -6.696 1.911 1.289
F -7.947 1.502 0.893
C -6.582 2.670 2.451
C -5.295 3.078 2.840
C -4.183 2.726 2.090
C -3.484 -0.757 -3.447
H -2.511 -2.357 -6.308
H -0.262 -1.592 -5.478
H -0.097 -0.303 -3.352
H -1.111 0.678 -1.379
H -4.196 0.629 -1.425
H -2.169 1.859 0.543
H -5.770 0.938 -0.384
H -7.465 2.930 3.026
H -5.171 3.676 3.743
H -3.181 3.039 2.386
H -4.404 -0.549 -2.905
C 2.761 0.338 4.262
Si 3.396 -0.699 2.846
C 5.014 -1.499 3.329
C 2.155 -2.008 2.385
C 3.692 0.480 1.311
C 4.129 -0.288 0.071
C 3.160 -0.105 -0.941
C 3.340 -0.701 -2.197
C 4.480 -1.478 -2.420
C 5.444 -1.652 -1.409
C 5.272 -1.051 -0.152
C 2.107 0.758 -0.427
C 2.389 1.101 0.877
H 1.803 0.811 4.009
H 2.610 -0.317 5.133
H 3.485 1.119 4.536
H 5.389 -2.171 2.545
H 5.784 -0.745 3.547
H 4.844 -2.089 4.243
H 2.507 -2.608 1.535
H 1.999 -2.676 3.247
H 1.189 -1.559 2.112
H 4.458 1.180 1.688
H 2.585 -0.536 -2.968
H 4.635 -1.953 -3.390
H 6.336 -2.252 -1.599
H 6.012 -1.160 0.642
H 1.279 1.087 -1.056
H 1.809 1.740 1.549

Results
charge = +1
energy relative to the best compared isomer or geometry (same formula, charge and spin) = 0.000 eV
LUMO = -6.12 eV
Kohn-Sham gap = 4.061 eV
HOMO level = -10.185 eV

---

Entry 4:
Here is 4 unconnected molecules or ions with the total composition C17H19F6IO15S in a non-equilibrium geometry from OMol25. Energies are from the ωB97M-V functional and the def2-TZVPD basis.

Atoms and positions in Å:
O -2.141 2.936 -0.219
C -1.923 3.913 -1.139
O -1.223 5.114 -0.641
C -2.494 3.695 -2.669
F -3.996 3.603 -2.528
F -2.274 4.916 -3.527
C -2.026 2.297 -3.384
F -2.461 1.131 -2.580
F -2.791 2.205 -4.684
C -0.432 2.192 -3.745
F -0.350 1.479 -5.074
F 0.260 3.487 -3.939
C 0.446 1.261 -2.697
O 0.454 -0.089 -2.854
O 1.272 1.793 -1.601
S 1.193 0.686 -0.288
O -0.314 0.519 0.040
O 2.033 1.461 0.998
I 0.990 3.159 1.355
H -0.667 5.548 -1.355
C -4.009 -0.745 -0.715
C -5.361 -1.417 -0.593
C -6.508 -0.452 -0.587
O -7.506 -1.175 0.112
C -6.841 -2.017 0.961
O -7.367 -2.646 1.862
O -5.506 -2.056 0.665
H -3.872 0.013 0.063
H -3.204 -1.476 -0.584
H -3.895 -0.267 -1.692
H -5.476 -2.179 -1.373
H -6.845 -0.195 -1.595
H -6.299 0.469 -0.032
C 0.566 -2.804 2.216
C 1.278 -2.031 3.307
C 1.050 -2.589 4.679
O 1.253 -1.454 5.503
C 0.913 -0.367 4.743
O 0.767 0.760 5.180
O 0.756 -0.718 3.431
H -0.506 -2.889 2.426
H 0.656 -2.285 1.256
H 0.982 -3.811 2.113
H 2.346 -1.948 3.075
H 1.754 -3.386 4.931
H 0.027 -2.950 4.838
C 7.528 -0.480 -0.727
C 6.176 -1.151 -0.605
C 5.029 -0.187 -0.599
O 4.031 -0.910 0.100
C 4.696 -1.752 0.949
O 4.170 -2.380 1.850
O 6.031 -1.791 0.654
H 7.665 0.279 0.052
H 8.333 -1.211 -0.595
H 7.642 -0.002 -1.704
H 6.061 -1.914 -1.385
H 4.692 0.071 -1.607
H 5.238 0.735 -0.044

Results
LUMO = -1.95 eV
Kohn-Sham gap = 8.256 eV
HOMO level = -10.203 eV